1.
This record from the Open Molecules 2025 dataset describes C57H77Br2ClI3NO2 as an isolated structure at a distorted geometry. The level of theory is ωB97M-V with the def2-TZVPD basis set.

```
143
Properties=species:S:1:pos:R:3:forces:R:3
C -3.3929 4.9339 8.8906 0.0 0.1 0.2
O -4.6786 4.4270 9.1567 -0.1 0.0 -0.1
C -4.9358 3.2102 8.4752 -0.2 0.1 0.4
C -6.4377 2.9378 8.4917 0.3 0.0 -0.2
C -6.9781 2.4832 7.1419 0.0 0.0 0.2
C -6.3120 1.2093 6.6323 -0.4 -0.2 0.1
C -7.1819 0.4104 5.6554 0.5 0.2 -0.3
C -7.0029 0.8936 4.2154 0.4 -0.1 0.1
C -5.6719 0.3899 3.6132 -0.5 0.5 -0.5
C -5.8985 -0.6758 2.5449 0.0 -0.5 0.6
C -4.6452 -1.4949 2.2089 0.6 0.5 -0.2
C -4.1789 -1.2903 0.7431 -0.4 0.1 0.5
C -3.3344 -2.4304 0.1420 -0.4 -0.8 0.4
C -2.2099 -2.6620 1.2142 0.3 0.4 -0.4
C -0.8749 -3.3901 1.0304 0.3 -0.6 0.8
C -0.9030 -4.8476 1.4846 0.3 0.2 -0.1
Cl 0.3066 -2.5982 2.1809 -0.4 -1.1 1.3
N -4.1833 -3.6530 0.2590 0.7 -0.3 0.2
C -3.6167 -4.6239 -0.5984 -0.3 0.2 -0.1
O -3.5249 -5.7975 -0.3655 -0.3 0.1 0.0
C -3.2802 -3.8849 -1.8932 0.8 -0.2 0.0
C -2.5826 -4.7136 -3.0000 0.1 -1.2 0.3
Br -1.6220 -3.7541 -4.3775 -0.4 0.6 -0.1
C -1.7376 -5.9130 -2.4937 0.9 0.7 -0.8
C -0.6411 -5.5255 -1.5228 -0.5 -0.2 0.1
Br -0.8603 -6.7588 -4.0492 -0.2 -0.7 0.3
C -3.0382 -2.3797 -1.4404 -1.3 1.0 -0.3
C -4.2901 -1.6650 -2.0812 0.2 0.1 0.0
C -4.4402 -1.7105 -3.6094 -0.7 0.4 0.0
C -3.9083 -0.4786 -4.3445 0.1 -0.8 -0.2
I -4.9222 -0.2662 -6.2254 0.1 0.1 0.1
C -1.8542 -1.5434 -1.9703 1.5 -0.5 1.0
I -1.8654 0.4836 -1.2031 -1.3 0.8 -0.8
C -0.3593 -2.0235 -1.8365 0.3 1.2 -0.9
C 0.4296 -1.6681 -3.1234 0.3 -0.1 0.3
I 0.7579 -1.0175 -0.2651 1.1 0.0 -1.1
H -3.1098 5.5882 9.7093 0.0 0.1 0.1
H -3.3832 5.5156 7.9682 0.1 0.0 -0.2
H -2.6468 4.1411 8.8350 0.1 -0.1 -0.1
H -4.5492 3.2571 7.4555 0.0 0.1 -0.2
H -4.4080 2.4124 9.0041 0.2 -0.2 -0.1
H -6.9362 3.8534 8.7956 -0.1 0.1 0.1
H -6.6483 2.1809 9.2436 -0.2 -0.1 0.1
H -8.0479 2.3103 7.2519 -0.2 0.0 -0.1
H -6.8603 3.3011 6.4316 0.0 0.1 -0.2
H -6.0855 0.5684 7.4845 0.1 0.0 0.2
H -5.3633 1.4418 6.1538 0.2 0.0 0.0
H -8.2217 0.4665 5.9641 -0.2 -0.1 0.1
H -6.8513 -0.6271 5.6866 -0.2 -0.3 0.0
H -7.8215 0.5484 3.5890 -0.2 0.0 -0.1
H -7.0012 1.9812 4.1891 -0.2 0.2 0.0
H -5.0134 0.0202 4.3936 0.1 -0.1 0.1
H -5.1775 1.2411 3.1454 0.3 0.0 0.0
H -6.6540 -1.3578 2.9372 -0.2 -0.1 -0.1
H -6.3250 -0.2064 1.6613 -0.1 0.0 -0.2
H -4.7645 -2.5399 2.4685 -0.2 -0.2 -0.1
H -3.8447 -1.1256 2.8470 0.1 -0.1 0.2
H -3.6301 -0.3573 0.7421 0.1 0.1 -0.2
H -5.0924 -1.1054 0.1892 0.0 -0.2 -0.4
H -1.9908 -1.7054 1.6738 0.2 0.3 -0.2
H -2.6958 -3.2392 1.9905 -0.3 0.1 0.2
H -0.3770 -3.3430 0.0695 -0.3 0.3 0.3
H 0.1208 -5.2105 1.4831 0.1 -0.2 0.1
H -1.2752 -4.9063 2.5004 -0.2 -0.1 0.1
H -1.4607 -5.4803 0.8025 -0.3 0.1 0.4
H -5.1709 -3.5024 0.1152 -0.2 -0.1 0.0
H -4.3066 -3.8869 -2.2530 -0.2 0.3 -0.2
H -3.3818 -5.1937 -3.5537 -0.1 0.1 -0.2
H -2.3944 -6.6785 -2.1174 -0.1 0.0 0.2
H -0.4293 -6.3387 -0.8366 0.1 -0.2 -0.1
H -0.9976 -4.6964 -0.9160 0.1 -0.2 -0.3
H 0.2744 -5.2447 -2.0272 0.1 0.1 -0.1
H -5.1978 -2.0773 -1.6518 -0.1 -0.4 0.1
H -4.3250 -0.6204 -1.7943 0.1 0.2 0.1
H -5.5125 -1.7197 -3.7981 -0.2 0.0 0.1
H -4.0794 -2.6143 -4.0867 0.2 -0.1 0.0
H -2.8733 -0.6150 -4.6335 0.2 0.3 0.0
H -4.0394 0.4237 -3.7662 0.0 0.3 -0.1
H -1.9434 -1.3507 -3.0253 -0.4 -0.2 -0.1
H -0.2687 -3.0898 -1.6830 -0.1 0.1 0.2
H 1.4248 -1.3092 -2.8974 0.1 0.1 0.1
H 0.5702 -2.5522 -3.7315 -0.1 0.0 -0.2
H -0.0623 -0.8794 -3.6866 -0.1 0.0 -0.2
C 0.5499 1.8208 -5.2143 0.0 0.0 0.0
C 1.8415 2.3191 -5.1232 0.0 0.0 0.0
C 2.6988 2.2282 -6.2103 0.0 0.0 0.0
C 2.2610 1.6448 -7.3909 0.0 0.0 0.0
C 0.9688 1.1468 -7.4827 0.0 0.0 0.0
C 0.1138 1.2313 -6.3929 0.0 0.0 0.0
H -0.1181 1.8897 -4.3647 0.0 0.0 0.0
H 2.1822 2.7757 -4.2028 0.0 0.0 0.0
H 3.7080 2.6130 -6.1377 0.0 0.0 0.0
H 2.9282 1.5776 -8.2403 0.0 0.0 0.0
H 0.6278 0.6927 -8.4040 0.0 0.0 0.0
H -0.8939 0.8396 -6.4636 0.0 0.0 0.0
C 1.6373 -0.0909 7.4068 0.0 0.0 0.0
C 2.9053 0.4651 7.3120 0.0 0.0 0.0
C 3.5945 0.4202 6.1083 0.0 0.0 0.0
C 3.0132 -0.1753 4.9976 0.0 0.0 0.0
C 1.7444 -0.7291 5.0916 0.0 0.0 0.0
C 1.0577 -0.6893 6.2967 0.0 0.0 0.0
H 1.1009 -0.0583 8.3464 0.0 0.0 0.0
H 3.3569 0.9332 8.1771 0.0 0.0 0.0
H 4.5855 0.8493 6.0359 0.0 0.0 0.0
H 3.5492 -0.2083 4.0578 0.0 0.0 0.0
H 1.2895 -1.1919 4.2260 0.0 0.0 0.0
H 0.0697 -1.1258 6.3703 0.0 0.0 0.0
C 6.0685 0.0820 -1.1330 0.0 0.0 0.0
C 4.7956 -0.3758 -0.8243 0.0 0.0 0.0
C 4.4871 -1.7210 -0.9637 0.0 0.0 0.0
C 5.4555 -2.6116 -1.4074 0.0 0.0 0.0
C 6.7298 -2.1551 -1.7150 0.0 0.0 0.0
C 7.0349 -0.8076 -1.5806 0.0 0.0 0.0
H 6.3073 1.1327 -1.0261 0.0 0.0 0.0
H 4.0396 0.3175 -0.4763 0.0 0.0 0.0
H 3.4859 -2.0616 -0.7280 0.1 -0.1 0.0
H 5.2164 -3.6619 -1.5142 0.0 0.0 0.0
H 7.4855 -2.8487 -2.0605 0.0 0.0 0.0
H 8.0273 -0.4504 -1.8249 0.0 0.0 0.0
C 10.1161 1.4944 -2.9545 0.0 0.0 0.0
C 11.3964 2.0241 -2.8791 0.0 0.0 0.0
C 12.2144 2.0232 -3.9999 0.0 0.0 0.0
C 11.7496 1.4985 -5.1976 0.0 0.0 0.0
C 10.4683 0.9713 -5.2735 0.0 0.0 0.0
C 9.6521 0.9660 -4.1513 0.0 0.0 0.0
H 9.4790 1.4944 -2.0790 0.0 0.0 0.0
H 11.7568 2.4378 -1.9463 0.0 0.0 0.0
H 13.2146 2.4319 -3.9401 0.0 0.0 0.0
H 12.3866 1.5009 -6.0725 0.0 0.0 0.0
H 10.1054 0.5637 -6.2081 0.0 0.0 0.0
H 8.6537 0.5507 -4.2094 0.0 0.0 0.0
C 3.3483 5.7180 -4.0769 0.0 0.0 0.0
C 4.6001 5.1212 -4.1303 0.0 0.0 0.0
C 5.7185 5.8805 -4.4431 0.0 0.0 0.0
C 5.5849 7.2385 -4.6961 0.0 0.0 0.0
C 4.3332 7.8355 -4.6397 0.0 0.0 0.0
C 3.2139 7.0748 -4.3328 0.0 0.0 0.0
H 2.4764 5.1246 -3.8352 0.0 0.0 0.0
H 4.7047 4.0623 -3.9272 0.0 0.0 0.0
H 6.6943 5.4143 -4.4893 0.0 0.0 0.0
H 6.4572 7.8319 -4.9371 0.0 0.0 0.0
H 4.2301 8.8947 -4.8361 0.0 0.0 0.0
H 2.2371 7.5390 -4.2938 0.0 0.0 0.0
```
Positions in Å, forces in eV/Å.

multiplicity: 1
total energy: -8924.54214 hartree
frontier orbital gap: 7.84 eV
total charge: 0
lowest unoccupied orbital energy: -0.373 eV

Results of the Mulliken charge analysis, in e, for atoms 1 through 99: C -0.743; O -0.375; C -0.487; C -0.741; C -0.684; C -0.404; C -0.972; C -0.905; C -0.627; C -1.095; C -0.616; C -1.647; C 1.917; C -1.984; C 0.209; C -1.770; Cl -0.253; N -0.339; C -0.710; O -0.555; C -0.360; C -0.947; Br 0.062; C -0.612; C -0.063; Br -0.141; C 3.900; C -2.451; C -1.043; C -0.860; I 0.018; C -1.634; I 0.006; C 0.325; C -1.394; I 0.164; H 0.270; H 0.271; H 0.319; H 0.410; H 0.293; H 0.387; H 0.321; H 0.380; H 0.263; H 0.442; H 0.243; H 0.469; H 0.344; H 0.446; H 0.431; H 0.566; H 0.132; H 0.332; H 0.423; H 0.675; H 0.274; H 0.027; H 0.663; H 0.880; H 0.614; H -0.023; H 0.479; H 0.483; H 0.259; H 0.503; H 0.955; H 0.724; H 0.690; H 0.432; H -1.150; H 0.522; H 1.000; H 0.403; H 0.531; H 0.500; H 0.194; H 0.481; H 0.166; H -0.350; H 0.433; H 0.315; H 0.274; C -0.516; C -0.293; C -0.388; C -0.393; C -0.576; C -0.193; H 0.392; H 0.429; H 0.358; H 0.372; H 0.388; H 0.401; C -0.369; C -0.421; C -0.393; C -0.498

2.
This record from the Open Molecules 2025 dataset describes a 10-piece molecular cluster, C57H82NO36 overall at a distorted geometry. The level of theory is ωB97M-V with the def2-TZVPD basis set.

```
176
Properties=species:S:1:pos:R:3:forces:R:3
C -6.4083 1.4832 4.1284 0.9 -0.1 0.4
C -4.9275 1.2662 4.4694 -0.1 -0.5 -0.4
C -4.1954 0.5838 3.3214 -0.1 0.7 -0.2
C -4.1933 1.3905 2.0204 0.7 -1.0 0.2
C -3.7701 0.5157 0.8174 -0.4 0.2 0.3
C -2.2923 0.4418 0.5673 -1.0 0.3 0.0
C -1.6634 1.3999 -0.2228 0.0 0.4 -0.2
C -2.3938 2.5825 -0.7960 0.2 0.3 0.1
C -1.7768 3.9407 -0.4197 -1.1 0.1 0.3
C -2.4288 4.5864 0.8083 1.1 0.3 -0.3
C -1.5449 5.6808 1.3577 0.1 0.4 0.8
O -1.4928 5.9681 2.5202 -0.1 -0.2 -0.3
O -0.8258 6.3897 0.4270 -0.2 -0.1 -0.3
C -0.3167 1.2427 -0.5112 0.3 0.2 -0.3
C 0.4333 2.1818 -1.4205 0.5 0.6 0.1
O 1.5417 2.5664 -1.1946 -0.6 0.0 0.0
O -0.2369 2.5861 -2.5515 0.5 -0.3 0.0
C -0.2186 1.5380 -3.5246 -0.2 -0.2 -0.3
C -1.3913 1.8241 -4.4329 -0.6 -0.6 0.1
O -2.4768 1.3774 -4.1977 0.2 0.2 -0.3
O -1.0923 2.6444 -5.4764 0.4 0.5 0.4
C -1.6019 3.9686 -5.2989 -1.6 0.4 -0.4
C -0.5898 5.0437 -5.1913 0.8 -0.3 0.1
O -2.7775 4.1533 -5.2776 0.5 -0.3 0.2
C 0.4164 0.1916 0.0236 1.0 0.6 -0.1
C 1.8896 -0.0815 -0.2076 -0.4 0.3 0.6
C 2.9295 0.6352 0.6803 -0.3 -0.2 0.0
C 2.6651 0.6701 2.1901 -0.4 -0.1 -0.3
C 2.2293 2.0415 2.6062 0.7 0.6 -0.5
O 3.0100 2.9590 2.5418 -0.1 0.0 0.2
O 0.9654 2.2126 3.0139 -0.1 -0.4 0.4
C 0.8863 3.2156 4.0542 -0.5 0.3 0.2
C -0.5356 3.3989 4.4844 0.0 0.3 0.4
C -0.2633 -0.6641 0.8167 0.1 -0.5 0.4
N -1.5676 -0.5608 1.0699 -0.2 -0.1 0.3
C -2.1143 -1.6365 1.9222 0.2 -1.0 -0.3
C -1.8642 -3.0335 1.3194 -0.1 0.2 0.5
C -1.1384 -3.9224 2.3074 -0.1 -0.5 -0.1
C -1.0801 -5.3771 1.8720 0.4 0.2 -0.2
C -0.0182 -5.6515 0.8089 -0.2 0.0 0.2
H -6.5385 2.4413 3.6499 -0.4 0.2 -0.2
H -6.7262 0.6846 3.4712 -0.3 -0.1 -0.3
H -6.9989 1.4104 5.0290 -0.3 0.3 0.2
H -4.4193 2.1833 4.7352 0.0 0.4 0.1
H -4.8487 0.6082 5.3241 0.0 -0.1 0.3
H -4.6712 -0.3664 3.1202 -0.1 -0.4 0.1
H -3.1664 0.4025 3.6036 0.3 -0.3 0.2
H -5.1696 1.8016 1.8233 -0.3 0.3 -0.1
H -3.4521 2.1663 2.1027 0.0 0.7 0.1
H -4.2632 0.9294 -0.0434 0.1 0.0 -0.6
H -4.2038 -0.4620 0.9495 0.0 -0.4 -0.1
H -2.3496 2.4866 -1.8656 -0.1 -0.1 -0.4
H -3.4420 2.6029 -0.5522 -0.3 -0.1 0.3
H -0.7165 3.8892 -0.2188 0.4 -0.2 -0.3
H -1.9764 4.6101 -1.2395 0.4 0.3 -0.4
H -3.3585 5.0736 0.5430 -0.5 -0.2 0.1
H -2.5231 3.8820 1.6142 -0.5 -0.2 0.4
H 0.0602 6.0250 0.3414 0.3 0.1 0.1
H -0.3909 0.5694 -3.0671 -0.1 -0.2 0.2
H 0.7180 1.5226 -4.0659 0.3 0.1 -0.1
H 0.3996 4.6480 -5.0245 0.3 -0.1 -0.1
H -0.5890 5.6483 -6.0863 -0.1 0.1 -0.3
H -0.8362 5.6859 -4.3625 -0.3 0.2 0.3
H 2.1063 0.1439 -1.2404 0.3 -0.2 -0.4
H 2.0064 -1.1377 -0.0093 0.2 -0.4 -0.3
H 3.8601 0.1059 0.5431 0.3 -0.2 -0.3
H 3.0764 1.6508 0.3567 0.1 0.3 -0.2
H 2.0101 -0.1130 2.5507 -0.3 -0.2 0.0
H 3.6188 0.5323 2.6741 0.3 -0.1 0.3
H 1.2808 4.1660 3.7303 0.4 0.0 -0.3
H 1.4598 2.8562 4.8966 0.5 -0.1 0.1
H -1.1620 2.6094 4.1233 -0.5 -0.5 -0.3
H -0.5697 3.3903 5.5607 -0.2 -0.1 0.4
H -0.9163 4.3614 4.1836 -0.3 0.1 -0.3
H 0.2557 -1.4897 1.2560 0.0 -0.4 0.3
H -3.1627 -1.5418 2.0984 -0.3 0.5 0.1
H -1.6118 -1.6053 2.8766 0.2 0.4 0.3
H -1.3450 -2.9703 0.3717 0.2 0.0 -0.3
H -2.8243 -3.4962 1.1362 -0.3 -0.1 -0.3
H -0.1202 -3.5807 2.4861 0.2 0.2 0.1
H -1.6523 -3.8921 3.2629 -0.2 0.3 0.2
H -2.0449 -5.7053 1.5009 -0.3 -0.1 0.1
H -0.8722 -5.9542 2.7606 0.1 -0.3 0.2
H -0.4257 -5.6296 -0.1913 -0.1 0.1 -0.3
H 0.7890 -4.9285 0.8659 0.3 0.1 0.0
H 0.4002 -6.6341 0.9566 0.2 -0.3 -0.1
C 8.1996 -1.2661 -1.3602 0.3 0.2 -0.1
C 6.9069 -0.9845 -2.0913 0.1 0.0 -0.1
O 5.9209 -1.2718 -1.0868 0.0 0.0 -0.1
C 6.5141 -1.1354 0.1298 0.2 0.0 0.0
O 5.9248 -1.1432 1.1628 -0.3 0.0 0.1
O 7.8429 -0.9938 0.0055 -0.1 0.0 -0.1
H 9.0169 -0.6257 -1.6808 0.0 0.1 0.2
H 8.5071 -2.3012 -1.4386 0.0 -0.1 0.0
H 6.8111 0.0607 -2.3895 0.0 0.0 0.1
H 6.7655 -1.6172 -2.9636 -0.1 -0.1 0.1
C -6.5502 -3.2135 1.3581 -0.1 -0.1 -0.1
C -7.3671 -3.6404 2.5602 -0.2 0.0 -0.1
O -6.3550 -3.8643 3.5510 0.0 0.0 -0.1
C -5.2700 -3.1433 3.2262 -0.2 -0.2 0.1
O -4.3254 -2.9837 3.9289 0.2 0.2 -0.1
O -5.3969 -2.6158 1.9759 0.0 0.0 0.0
H -7.0629 -2.4955 0.7242 0.1 0.1 0.1
H -6.2243 -4.0581 0.7500 0.0 0.0 0.0
H -8.0366 -2.8555 2.9140 0.0 0.0 0.0
H -7.9412 -4.5454 2.3872 0.1 -0.1 0.1
C 6.3160 -4.8152 -2.2852 -0.2 0.0 0.0
C 6.5403 -6.1929 -1.6941 -0.2 0.0 0.0
O 7.9379 -6.4037 -1.9328 -0.1 0.1 0.0
C 8.5324 -5.2023 -2.0559 0.0 0.0 0.0
O 9.7023 -5.0150 -2.0927 0.2 0.1 0.0
O 7.6069 -4.2085 -2.1314 -0.3 -0.2 -0.1
H 5.5570 -4.2415 -1.7591 0.1 0.1 0.1
H 6.0676 -4.8483 -3.3474 0.1 0.0 0.0
H 6.3606 -6.2213 -0.6187 0.0 0.0 0.0
H 5.9481 -6.9665 -2.1739 0.2 -0.1 -0.1
C -3.1522 -1.8717 -6.6263 0.0 0.0 -0.1
C -4.3652 -1.2551 -5.9705 -0.1 0.5 -0.2
O -4.9196 -2.3542 -5.2336 0.2 -0.1 -0.1
C -3.9200 -3.2303 -4.9935 0.0 0.2 0.0
O -4.0015 -4.1547 -4.2492 0.0 -0.1 0.1
O -2.8098 -2.9080 -5.6899 0.0 0.0 -0.1
H -2.3297 -1.1726 -6.7475 0.1 -0.1 0.2
H -3.3798 -2.3214 -7.5933 0.0 -0.1 0.0
H -4.1045 -0.4629 -5.2671 0.0 0.0 0.0
H -5.0817 -0.8713 -6.6918 -0.1 -0.2 0.1
C -0.4624 6.4450 6.4676 0.0 0.0 -0.1
C 0.6363 7.1102 7.2673 -0.1 0.0 -0.1
O 0.5079 6.4746 8.5480 0.0 0.0 -0.1
C -0.0924 5.2785 8.3716 0.0 0.0 0.0
O -0.1950 4.4398 9.2031 0.0 -0.1 0.1
O -0.5678 5.1582 7.1026 0.1 0.3 0.0
H -0.2170 6.3383 5.4137 0.0 -0.2 0.0
H -1.4194 6.9606 6.5584 0.0 0.0 0.0
H 1.6289 6.9022 6.8695 0.0 0.0 0.0
H 0.5066 8.1816 7.3523 0.0 0.0 0.2
C 12.7927 -2.6183 -4.0081 0.0 -0.1 -0.1
C 12.8343 -3.6648 -2.9154 -0.1 -0.2 0.0
O 13.6457 -3.0332 -1.9173 0.0 0.1 -0.2
C 13.5706 -1.6935 -2.0982 0.0 -0.1 0.0
O 13.9870 -0.8831 -1.3418 0.0 0.1 0.1
O 12.9438 -1.4023 -3.2695 0.0 -0.1 0.0
H 11.8577 -2.6179 -4.5623 0.0 0.2 0.1
H 13.6225 -2.7103 -4.7111 0.0 0.0 0.0
H 11.8500 -3.8680 -2.4942 0.0 0.0 0.0
H 13.2814 -4.6001 -3.2406 0.2 0.0 0.1
C -8.2355 -4.1496 -8.1093 0.0 0.0 0.0
C -7.4839 -2.9477 -7.5812 -0.1 0.1 0.4
O -6.5029 -2.7165 -8.5926 -0.1 -0.1 0.0
C -6.9673 -3.2581 -9.7553 -0.1 0.0 0.0
O -6.4669 -3.0941 -10.8139 0.1 0.0 -0.1
O -8.0764 -4.0016 -9.5245 0.1 0.1 0.1
H -9.2864 -4.1533 -7.8346 -0.1 0.0 -0.2
H -7.7851 -5.0944 -7.8000 0.0 0.0 0.0
H -8.1178 -2.0627 -7.4965 0.0 0.0 -0.1
H -7.0097 -3.1381 -6.6214 0.2 0.0 -0.1
C -1.6771 -7.1028 -4.1479 0.0 0.0 -0.2
C -3.1405 -7.1794 -3.7758 -0.1 0.0 -0.1
O -3.1254 -8.0710 -2.6496 0.2 0.0 -0.1
C -1.8924 -8.0248 -2.0954 -0.1 0.0 -0.1
O -1.5998 -8.5073 -1.0522 0.1 0.0 0.2
O -1.0326 -7.3375 -2.8902 0.0 0.0 0.0
H -1.3930 -6.1349 -4.5524 0.1 0.1 0.2
H -1.3787 -7.8844 -4.8489 0.0 0.0 0.0
H -3.5377 -6.2197 -3.4591 0.0 0.0 0.0
H -3.7629 -7.5767 -4.5732 0.0 -0.2 0.1
C 3.9349 9.5103 7.6008 0.1 0.0 0.0
C 3.7440 10.7688 8.4226 0.1 0.0 0.1
O 2.7027 11.4448 7.7074 0.1 -0.1 0.0
C 2.0064 10.5265 7.0059 0.0 0.0 0.0
O 0.9811 10.7289 6.4449 -0.2 0.0 -0.1
O 2.6330 9.3219 7.0288 0.3 0.2 0.1
H 4.2206 8.6490 8.1986 -0.2 -0.1 0.0
H 4.6572 9.6403 6.7938 0.0 0.0 0.0
H 3.3953 10.5589 9.4347 0.0 0.0 0.0
H 4.6365 11.3853 8.4751 -0.1 0.1 -0.1
```
Positions in Å, forces in eV/Å.

multiplicity: 1
total energy: -4984.45942 hartree
frontier orbital gap: 7.99 eV
total charge: +1
lowest unoccupied orbital energy: -3.931 eV

Results of the Mulliken charge analysis, in e, for atoms 1 through 99: C -1.228; C -0.791; C 0.165; C 0.749; C -2.994; C 1.170; C 0.865; C -1.009; C -0.668; C 0.346; C 0.169; O -0.512; O -0.503; C 1.376; C -1.286; O -0.463; O -0.054; C -0.109; C 0.187; O -0.510; O -0.356; C 0.697; C -1.037; O -0.456; C 1.145; C -1.900; C 0.274; C -0.604; C 0.307; O -0.596; O 0.001; C -0.475; C -0.350; C -0.805; N 0.529; C 0.864; C -1.202; C -0.421; C -0.830; C -1.045; H 0.313; H 0.263; H 0.401; H 0.382; H 0.489; H -0.469; H 0.215; H 0.761; H -0.804; H 0.756; H 1.122; H -0.227; H 0.566; H 0.366; H 0.424; H 0.420; H -0.327; H 0.326; H 0.291; H 0.621; H 0.292; H 0.370; H 0.311; H 0.556; H 0.686; H -0.379; H 0.416; H 0.179; H 0.449; H 0.403; H 0.440; H -0.135; H 0.201; H 0.035; H 0.616; H -1.693; H 0.341; H 0.480; H 0.645; H 0.243; H 0.455; H 0.367; H 0.383; H 0.167; H 0.322; H 0.361; C 0.024; C -0.360; O -0.296; C 0.676; O -0.559; O -0.357; H 0.352; H -0.025; H 0.328; H 0.246; C -0.393; C -0.411; O -0.376